{
  "formula": "C31H35ClCoGeN2O5Si",
  "method": "ωB97M-V with the def2-TZVPD basis set",
  "symbols": ["Co", "O", "C", "O", "C", "C", "Cl", "N", "N", "C", "C", "O", "O", "C", "C", "C", "C", "C", "C", "H", "H", "H", "H", "H", "H", "C", "C", "C", "C", "Si", "O", "C", "C", "C", "C", "C", "C", "C", "C", "C", "C", "C", "C", "H", "H", "H", "H", "H", "H", "H", "H", "H", "H", "H", "H", "H", "H", "H", "H", "H", "H", "H", "C", "Ge", "C", "C", "C", "H", "H", "H", "H", "H", "H", "H", "H", "H", "H"],
  "coordinates": [[-1.73253, 0.52752, -0.24839], [-1.73857, 4.28002, 4.24079], [-1.31291, 3.07920, 4.69159], [-0.93202, 2.96327, 5.85812], [-1.36911, 1.93071, 3.75708], [-1.15246, 0.59122, 4.08754], [-0.76694, -0.15155, 5.56540], [-1.27948, -0.18491, 2.96394], [-1.60563, 0.62255, 1.94867], [-1.66507, 1.84329, 2.38963], [-1.98103, 2.89766, 1.35569], [-2.10640, 4.06058, 1.74048], [-2.12476, 2.50695, 0.16805], [-1.14631, -1.58866, 2.75261], [-0.22382, -2.29580, 3.51507], [-0.12405, -3.65956, 3.33120], [-0.93885, -4.32562, 2.45345], [-1.79792, -3.57947, 1.61813], [-1.90695, -2.18121, 1.71553], [-1.97350, 4.25347, 3.24794], [0.43050, -1.82969, 4.22924], [0.62076, -4.16413, 3.92193], [-0.90624, -5.37792, 2.36501], [-2.41753, -4.10352, 0.89085], [-2.57157, -1.55363, 1.10921], [4.14777, -0.47325, -0.67376], [2.73400, -1.01233, -0.85757], [2.59659, -1.65222, -2.20366], [2.40464, -2.03057, 0.23993], [1.46245, 0.41641, -0.72904], [-0.04858, -0.13959, -0.76390], [1.66407, 1.55636, -2.18992], [0.73881, 1.42959, -3.25107], [0.84266, 2.19221, -4.40503], [1.84828, 3.11653, -4.53928], [2.78843, 3.30295, -3.50847], [2.65306, 2.54192, -2.36687], [1.78521, 1.42076, 0.81741], [1.24363, 2.73490, 0.71936], [1.03069, 3.52335, 1.82930], [1.45691, 3.06057, 3.06634], [2.10998, 1.83426, 3.20158], [2.33579, 1.04894, 2.03724], [4.92965, -1.24306, -0.82686], [4.24399, -0.04323, 0.32876], [4.35451, 0.30437, -1.44408], [3.13411, -2.62414, -2.24832], [2.94592, -0.99093, -2.97372], [1.52056, -1.89924, -2.35245], [2.93922, -2.96477, 0.19096], [1.34744, -2.24299, 0.16312], [2.55491, -1.60420, 1.23193], [-0.06580, 0.73695, -3.13730], [0.12873, 2.00329, -5.17737], [1.99575, 3.71815, -5.41099], [3.65947, 3.97638, -3.60875], [3.36900, 2.70195, -1.56979], [0.81096, 3.08128, -0.22793], [0.45574, 4.47730, 1.74528], [1.33922, 3.66758, 3.93427], [2.36144, 1.53077, 4.23392], [2.73466, 0.06388, 2.13409], [-1.58485, -2.88783, -1.94705], [-3.02451, -1.70330, -2.45879], [-4.56339, -2.84995, -2.71550], [-2.64020, -0.96198, -4.23721], [-3.30109, -0.39955, -1.12106], [-1.19028, -3.45081, -2.83605], [-1.97329, -3.61518, -1.24518], [-0.77277, -2.27317, -1.53727], [-4.35072, -3.61283, -3.45181], [-5.44011, -2.32244, -3.06539], [-4.82380, -3.35035, -1.79993], [-2.66226, -1.80870, -4.90792], [-1.70153, -0.40305, -4.23970], [-3.45828, -0.31861, -4.51253], [-4.34443, -0.12315, -1.00066]],
  "forces_ev_per_a": [[-0.7, 0.1, 0.2], [0.4, -1.3, 0.2], [-0.1, 1.3, 1.5], [-0.4, -0.1, -1.8], [-0.1, -1.1, 0.5], [0.2, -0.3, -0.2], [-0.2, 0.5, 0.4], [-0.1, 1.2, 0.6], [0.0, -1.0, -0.9], [-0.1, 0.9, -0.5], [-0.3, -0.3, -0.3], [-0.2, 0.8, 0.3], [0.3, -0.3, -0.1], [-0.1, 0.1, -0.5], [-0.3, -0.1, -0.6], [0.3, 0.1, 0.5], [-0.8, 1.4, -1.0], [-0.1, 0.3, 0.1], [0.6, -0.6, 1.4], [0.2, -0.2, 0.1], [0.0, 0.2, -0.1], [0.1, -0.4, 0.1], [0.1, -0.9, -0.1], [0.2, 0.1, 0.2], [0.2, -0.5, 0.1], [0.3, 0.4, -0.5], [0.3, 0.2, 0.8], [-1.0, -1.3, 0.0], [-0.6, 0.8, 0.1], [0.1, -0.7, 0.1], [0.5, 0.0, 0.0], [-0.3, 0.8, -1.3], [0.9, 0.3, 0.8], [-0.1, -0.3, 0.4], [1.3, 0.6, 0.6], [-0.3, -0.2, -0.5], [0.3, -0.5, 0.7], [0.1, 1.6, -0.3], [-0.8, -0.6, -0.3], [-0.2, 0.9, 0.1], [0.7, -0.4, -0.1], [0.0, 0.2, -0.6], [-1.3, 0.4, 1.2], [-0.4, 0.1, 0.2], [0.3, 0.0, -0.2], [0.0, -0.2, 0.6], [0.0, 0.5, -0.1], [0.1, 0.2, -0.6], [0.6, 0.1, -0.3], [0.5, -0.4, -0.3], [-0.5, -0.4, 0.1], [0.1, -0.1, 0.0], [-0.4, -0.4, 0.0], [-0.3, 0.2, -0.5], [-0.3, 0.1, -0.6], [-0.8, -0.3, 0.0], [0.1, 0.0, 0.1], [0.3, -0.2, 0.3], [0.7, -0.9, 0.1], [-0.3, 0.3, 0.6], [0.2, -0.1, -0.8], [0.4, -0.4, 0.2], [0.9, -0.4, -1.1], [0.0, 0.1, -0.2], [-0.3, -0.2, -0.3], [0.0, 0.0, 0.6], [0.4, 0.5, 0.4], [-0.3, 0.4, 0.7], [0.2, -0.1, 0.3], [-0.2, -0.3, 0.2], [0.1, -0.3, -0.3], [-0.3, 0.3, 0.0], [-0.1, -0.2, 0.5], [0.4, -0.2, -0.4], [-0.1, -0.2, -0.3], [-0.3, 0.5, -0.2], [-0.2, 0.1, 0.1]],
  "lumo_energy_ev": [2.403, 2.392],
  "homo_lumo_gap_ev": [7.19, 8.52],
  "total_charge": -1,
  "mol_weight_g_mol": 710.71,
  "spin_multiplicity": 5,
  "largest_force_ev_per_a": 2.049,
  "homo_energy_ha": [-0.17579, -0.22516],
  "e_tot_ha": -5897.5146
}